The following is a quantum chemistry calculation of an isolated molecule of C5H4BrI at a distorted geometry, from the OMol25 dataset.

```
! wB97M-V def2-TZVPD RIJCOSX def2/J DEFGRID3
* xyz 0 1
C 0.123 1.290 0.457
C 0.592 0.831 -0.733
C -0.467 0.241 1.166
C -0.428 -1.028 0.213
C 0.362 -0.595 -0.971
Br -0.834 -2.747 0.555
I -1.485 0.309 2.901
H 0.099 2.306 0.908
H 0.817 1.320 -1.675
H -0.165 -0.735 -1.843
H 1.386 -1.190 -0.979
*
```

Properties
Energy above the lowest of the compared OMol25 structures with the same formula, charge and spin in kJ/mol: 54.3
SMILES string: BrC1=C(I)C=CC1
Calculated total energy in eV: -83390.276
Orbital gap in hartree: 0.2836

The following is a quantum chemistry calculation of a cluster of 9 separate species, C13H41O15 in total at a distorted geometry, from the OMol25 dataset.

```
! wB97M-V def2-TZVPD RIJCOSX def2/J DEFGRID3
* xyz -1 1
O -0.661 -0.945 0.866
C -0.530 0.100 0.055
O -0.396 1.206 0.499
O -0.542 -0.135 -1.186
H -0.582 -0.494 1.709
C -0.159 4.356 -1.453
O -0.086 3.873 -0.138
H 0.722 4.092 -2.037
H -1.017 3.944 -1.984
H -0.197 5.445 -1.482
H -0.212 2.922 -0.109
C -0.312 -3.748 2.931
O 0.550 -3.343 1.879
H -0.680 -2.813 3.352
H -1.134 -4.418 2.680
H 0.264 -4.276 3.692
H 0.054 -2.671 1.406
C -2.858 -3.171 -0.628
O -1.485 -3.214 -0.597
H -3.272 -2.789 0.305
H -3.203 -2.704 -1.550
H -3.204 -4.201 -0.705
H -1.202 -2.314 -0.421
C -3.243 0.005 2.519
O -3.163 1.306 1.940
H -4.223 -0.067 2.991
H -3.165 -0.743 1.731
H -2.473 -0.091 3.284
H -2.265 1.439 1.629
C -1.431 1.413 -4.175
C -2.732 0.960 -3.497
O -2.635 -0.302 -2.968
O -0.353 1.621 -3.276
H -1.640 2.262 -4.825
H -1.084 0.684 -4.907
H -3.396 0.944 -4.361
H -3.122 1.637 -2.736
H -1.938 -0.327 -2.307
H -0.402 0.889 -2.657
C 2.899 0.412 -0.006
C 2.914 1.737 0.849
O 3.601 1.520 2.052
O 4.199 -0.124 -0.186
H 2.349 0.482 -0.944
H 2.330 -0.305 0.587
H 1.928 2.141 1.076
H 3.386 2.542 0.285
H 4.492 1.318 1.760
H 4.540 -0.287 0.697
C 2.261 -1.943 -2.443
C 2.937 -3.156 -3.167
O 3.144 -2.978 -4.609
O 0.931 -1.590 -2.962
H 2.956 -1.125 -2.630
H 2.228 -2.140 -1.372
H 2.335 -4.058 -3.058
H 3.937 -3.376 -2.791
H 3.738 -2.232 -4.718
H 0.475 -1.087 -2.283
C 0.184 2.609 3.781
C -0.309 1.282 4.455
O 0.068 0.051 3.777
O -0.741 2.941 2.802
H 1.185 2.480 3.370
H 0.201 3.470 4.448
H -1.398 1.313 4.489
H 0.132 1.294 5.452
H 1.028 0.062 3.797
H -0.527 2.416 2.027
*
```

Properties
Energy above the lowest of the compared OMol25 structures with the same formula, charge and spin in kJ/mol: 134.3
Calculated total energy in eV: -44857.905
Orbital gap in hartree: 0.3333

The following is a quantum chemistry calculation of a structure of composition C29H61BrCl3IrO5SbSi at a distorted geometry, from the OMol25 dataset.

```
! wB97M-V def2-TZVPD RIJCOSX def2/J DEFGRID3
* xyz 1 1
Ir 1.034 1.276 -0.281
C -0.232 -4.866 0.116
C -1.345 -4.389 1.041
C -2.611 -5.215 0.825
C -0.882 -4.486 2.493
Sb -1.637 -2.230 0.674
C -1.820 -1.996 -1.521
C -2.440 -0.634 -1.811
C -2.658 -3.105 -2.157
C -0.407 -2.043 -2.091
C -3.616 -1.697 1.497
C -3.694 -0.174 1.531
C -4.761 -2.258 0.654
C -3.706 -2.249 2.916
H 0.082 -5.872 0.419
H 0.650 -4.220 0.172
H -0.553 -4.928 -0.924
H -2.383 -6.279 0.968
H -3.015 -5.104 -0.181
H -3.392 -4.960 1.542
H -0.776 -5.541 2.770
H -1.588 -4.035 3.191
H 0.090 -4.007 2.632
H -3.493 -0.587 -1.534
H -2.382 -0.432 -2.889
H -1.911 0.176 -1.300
H -3.674 -3.141 -1.767
H -2.203 -4.087 -2.025
H -2.731 -2.931 -3.239
H 0.199 -1.210 -1.732
H -0.458 -1.966 -3.185
H 0.115 -2.970 -1.852
H -3.699 0.267 0.533
H -2.858 0.260 2.086
H -4.620 0.129 2.033
H -4.777 -1.835 -0.350
H -5.719 -2.003 1.125
H -4.720 -3.345 0.573
H -2.888 -1.895 3.548
H -3.713 -3.339 2.937
H -4.644 -1.913 3.371
C 0.048 4.126 0.104
O -0.342 2.797 -0.310
H -0.857 4.719 0.211
H 0.707 4.579 -0.636
H 0.558 4.049 1.059
H -0.723 2.797 -1.261
C 6.681 0.601 -2.141
C 5.229 0.110 -1.976
C 4.298 1.211 -2.498
C 5.026 -1.115 -2.882
Si 4.932 -0.332 -0.150
Br 2.555 -0.684 0.023
C 5.502 -2.079 0.378
C 6.995 -2.228 0.021
C 4.731 -3.222 -0.306
C 5.349 -2.290 1.893
C 5.279 1.070 1.099
C 4.873 2.438 0.531
C 4.539 0.905 2.436
C 6.793 1.092 1.389
H 6.866 0.785 -3.203
H 7.421 -0.126 -1.803
H 6.860 1.539 -1.616
H 4.441 1.300 -3.577
H 4.507 2.188 -2.064
H 3.245 0.976 -2.349
H 5.133 -0.797 -3.922
H 4.031 -1.551 -2.771
H 5.768 -1.892 -2.705
H 7.166 -2.215 -1.055
H 7.347 -3.193 0.394
H 7.619 -1.456 0.476
H 4.846 -3.234 -1.386
H 3.665 -3.203 -0.077
H 5.124 -4.169 0.075
H 6.023 -1.659 2.472
H 5.601 -3.328 2.125
H 4.328 -2.116 2.238
H 3.834 2.454 0.187
H 5.512 2.756 -0.292
H 4.964 3.186 1.324
H 3.465 1.039 2.323
H 4.892 1.684 3.118
H 4.717 -0.053 2.918
H 7.405 1.152 0.488
H 7.110 0.217 1.957
H 7.020 1.972 1.998
Cl -0.097 -0.812 3.922
C -0.032 0.896 3.504
Cl 1.108 1.768 4.523
C 0.344 1.058 2.047
O 1.296 1.780 1.674
O -0.272 0.462 1.092
H -1.020 1.322 3.665
Cl 1.911 2.015 -5.028
C 0.268 1.558 -4.538
C 0.051 1.783 -3.060
O -0.917 2.439 -2.690
O 0.929 1.215 -2.280
H 0.130 0.502 -4.764
H -0.440 2.161 -5.095
*
```

Properties
Energy above the lowest of the compared OMol25 structures with the same formula, charge and spin in kJ/mol: 0.0
Calculated total energy in eV: -166159.099
Orbital gap in hartree: 0.1670

> Look up the calculated total energy of the first one.

-83390.276 eV